# 1
{
  "formula": "C13H12N2O4Pm",
  "method": "the ωB97M-V functional and the def2-TZVPD basis",
  "spin_multiplicity": 5,
  "gap_ev": [8.67, 8.68],
  "total_charge": 1,
  "energy_ha": -1521.32216,
  "elements": ["Pm", "O", "C", "O", "C", "C", "C", "C", "C", "C", "C", "C", "C", "N", "H", "H", "H", "H", "H", "H", "N", "C", "C", "C", "O", "O", "H", "H", "H", "H", "H", "H"],
  "positions_angstrom": [[-1.4097, -0.0487, 0.3890], [-1.5780, -3.5692, -1.8518], [-1.2970, -2.5364, -1.3154], [-2.0617, -1.8031, -0.5403], [0.1285, -1.9622, -1.5027], [1.0830, -2.6365, -2.2705], [2.3424, -2.1080, -2.3791], [2.6623, -0.8898, -1.7365], [3.9323, -0.2697, -1.7839], [4.1488, 0.9138, -1.1361], [3.1144, 1.5497, -0.4172], [1.8757, 0.9779, -0.3505], [1.6381, -0.2539, -1.0006], [0.4005, -0.8162, -0.8856], [0.7918, -3.5621, -2.7467], [3.1021, -2.6181, -2.9585], [4.7262, -0.7467, -2.3443], [5.1240, 1.3793, -1.1775], [3.3084, 2.4974, 0.0668], [1.0489, 1.4663, 0.1707], [-1.6609, 0.1325, 2.9076], [-2.6609, 1.2500, 2.9672], [-3.5764, 1.2646, 1.7223], [-3.0331, 2.2737, 0.6297], [-3.5790, 3.3268, 0.4873], [-1.9524, 1.8567, 0.0072], [-2.0794, -0.6853, 3.3398], [-0.8792, 0.3650, 3.5116], [-2.1136, 2.1906, 3.0126], [-3.2603, 1.1700, 3.8714], [-4.5524, 1.6543, 1.9917], [-3.7335, 0.2373, 1.3220]],
  "atomic_forces_ev_per_a": [[1.03, -1.14, 1.44], [-0.13, 0.08, 0.09], [0.77, -0.43, -0.52], [-0.48, -0.65, -0.44], [-0.12, 0.12, 0.15], [-0.02, -0.13, -0.08], [-0.05, 0.04, 0.04], [-0.21, 0.10, 0.12], [0.05, 0.02, -0.03], [0.12, -0.07, -0.08], [-0.14, 0.02, 0.03], [-0.01, -0.07, -0.04], [0.08, 0.02, 0.06], [0.25, -0.63, -0.57], [0.03, 0.01, 0.00], [0.01, 0.01, 0.00], [0.01, 0.01, 0.01], [-0.01, 0.00, -0.01], [-0.02, -0.01, 0.01], [0.25, 0.08, -0.05], [-0.15, 0.24, 0.23], [-0.08, -0.11, -0.18], [0.30, 0.53, -0.38], [-1.13, 0.04, 0.97], [0.18, -0.04, -0.12], [-0.26, 1.98, -0.93], [-0.02, -0.15, -0.02], [0.10, -0.02, 0.01], [0.00, 0.01, 0.08], [0.00, -0.01, 0.01], [-0.10, -0.16, -0.03], [-0.24, 0.33, 0.24]],
  "lowdin_charge": [1.88, 0.15, -0.55, -0.23, -0.15, 0.04, 0.05, -0.13, 0.00, -0.04, -0.04, -0.03, -0.20, -0.03, 0.13, 0.14, 0.13, 0.12, 0.12, 0.09, -0.09, -0.21, -0.12, -0.62, 0.15, -0.24, 0.10, 0.10, 0.13, 0.13, 0.13, 0.10]
}

---

# 2
{
  "formula": "C5H12O",
  "method": "the ωB97M-V functional and the def2-TZVPD basis",
  "relative_energy_kj_mol": 563.4,
  "gap_ev": [8.21, 7.80],
  "energy_ha": -272.73406,
  "elements": ["C", "C", "O", "C", "C", "C", "H", "H", "H", "H", "H", "H", "H", "H", "H", "H", "H", "H"],
  "positions_angstrom": [[-1.7717, 0.0053, -0.5553], [-0.0942, -2.0651, 0.2324], [0.8331, -1.1462, 0.4298], [1.1151, -0.1708, -0.3710], [-0.9445, 0.9679, 0.6450], [2.1449, 0.8075, 0.0359], [-1.8915, 0.9014, -1.1540], [-2.7558, -0.3037, -0.1671], [-1.5331, -0.8157, -1.2778], [-0.2652, -2.6952, 1.0873], [-0.2324, -2.4365, -0.7783], [0.8286, -0.2611, -1.4156], [-0.3064, 1.8092, 0.3009], [-0.5367, 0.6965, 1.6390], [-1.8432, 1.4892, 0.9602], [3.1125, 0.5509, -0.4109], [2.2597, 0.8559, 1.1236], [1.8807, 1.8104, -0.3242]],
  "atomic_forces_ev_per_a": [[0.33, 1.61, 0.80], [0.18, -1.00, -0.05], [-0.25, 0.05, 0.82], [0.93, 0.10, -1.07], [-1.49, -0.12, -0.18], [0.19, 0.06, 0.00], [-0.70, -0.09, -0.61], [0.46, 0.42, 0.20], [0.99, 0.81, 1.19], [0.14, -0.12, 0.02], [-0.08, 0.13, 0.12], [-0.12, -0.03, 0.11], [-0.33, -0.90, -0.51], [0.03, -1.07, -0.92], [-0.36, 0.26, 0.05], [0.10, 0.14, 0.14], [-0.06, -0.09, -0.16], [0.04, -0.15, 0.04]],
  "lowdin_charge": [-0.11, -0.08, -0.12, -0.29, -0.12, -0.08, 0.04, 0.05, 0.05, 0.06, 0.07, 0.13, 0.05, 0.07, 0.04, 0.07, 0.09, 0.07]
}

---

# 3
{
  "formula": "H2N3S4",
  "method": "the ωB97M-V functional and the def2-TZVPD basis",
  "relative_energy_kj_mol": 99.2,
  "gap_ev": [5.71, 7.00],
  "total_charge": 1,
  "energy_ha": -1757.80818,
  "elements": ["N", "N", "N", "S", "S", "S", "S", "H", "H"],
  "positions_angstrom": [[1.0437, 0.0545, 1.4154], [-1.0747, 0.0631, -1.0831], [1.3504, -0.0144, -1.3106], [-0.4068, 0.9838, 1.6558], [2.0012, 0.2382, 0.0738], [-1.9275, -0.1513, 1.2311], [0.0065, -0.2746, -2.1075], [1.0044, -1.0075, 1.6095], [-1.9973, 0.1082, -1.4845]],
  "atomic_forces_ev_per_a": [[-0.86, -2.58, 0.37], [-1.45, 0.64, 0.51], [-1.07, -0.66, -2.10], [-0.25, -0.77, -0.34], [0.62, 0.82, 0.16], [1.41, 0.33, 0.35], [2.51, 0.06, 1.23], [-0.37, 2.15, 0.30], [-0.54, 0.00, -0.48]],
  "lowdin_charge": [-0.75, -0.48, -0.74, 0.49, 0.96, 0.40, 1.01, 0.10, 0.01]
}